Density functional theory data (ωB97M-V/def2-TZVPD) for 4 unconnected molecules or ions with the total composition C24H25F6N4O.

Each line ends with the Löwdin charge.
Atoms and positions in Å:
N 3.3984 0.1043 2.8607  0.22
C 2.9377 -0.5433 1.7876  -0.35
N 2.8715 -1.8875 1.6703  0.18
C 2.3501 -2.1075 0.4910  -0.08
N 2.0854 -0.9638 -0.1584  0.14
N 2.4410 0.0394 0.6786  -0.01
C 2.2431 1.4607 0.3646  -0.04
C 0.7779 1.7564 0.0567  -0.17
O 0.0299 1.8381 1.2399  -0.07
C -0.5636 0.6366 1.6643  -0.09
C -1.9261 0.3766 1.0430  -0.59
F -1.7768 -0.1409 -0.2080  0.11
F -2.6989 1.4501 0.9695  0.19
F -2.5447 -0.5768 1.7661  0.15
H 3.7968 1.0174 2.7610  0.12
H 3.3034 -0.3095 3.7680  0.13
H 2.1320 -3.0503 0.0244  0.14
H 1.6864 -0.8356 -1.0750  0.16
H 2.4543 1.9902 1.2828  0.13
H 2.8981 1.7843 -0.4337  0.14
H 0.3578 1.0664 -0.6726  0.12
H 0.7545 2.7363 -0.4085  0.14
H -0.7109 0.7175 2.7349  0.14
H 0.0350 -0.2537 1.4861  0.13
F 2.0875 -2.2568 -2.7451  0.01
C 2.2057 -3.5230 -3.2529  -0.28
C 1.2624 -4.4655 -2.9050  -0.03
C 1.3845 -5.7474 -3.4216  -0.07
C 2.4417 -6.0603 -4.2642  -0.08
C 3.3786 -5.0909 -4.5961  -0.06
C 3.2619 -3.8047 -4.0903  -0.02
H 0.4443 -4.1997 -2.2466  0.11
H 0.6511 -6.4999 -3.1678  0.11
H 2.5341 -7.0603 -4.6642  0.11
H 4.2030 -5.3348 -5.2512  0.11
H 3.9760 -3.0318 -4.3422  0.12
F 0.7658 1.5104 4.9457  0.02
C -0.0586 2.4086 5.5504  -0.29
C 0.4121 3.6775 5.8143  -0.02
C -0.4358 4.5900 6.4244  -0.07
C -1.7298 4.2212 6.7649  -0.08
C -2.1801 2.9377 6.4916  -0.07
C -1.3414 2.0204 5.8753  -0.02
H 1.4266 3.9435 5.5477  0.11
H -0.0840 5.5904 6.6347  0.11
H -2.3862 4.9344 7.2439  0.11
H -3.1863 2.6469 6.7598  0.11
H -1.6757 1.0156 5.6502  0.12
F -2.9750 -0.2076 -6.7078  0.06
C -3.3090 0.3672 -5.5390  -0.29
C -2.4842 0.1878 -4.4467  -0.02
C -2.8295 0.7842 -3.2422  -0.09
C -3.9889 1.5408 -3.1436  -0.09
C -4.8049 1.7048 -4.2547  -0.08
C -4.4648 1.1184 -5.4648  -0.01
H -1.5886 -0.4118 -4.5455  0.11
H -2.1935 0.6577 -2.3796  0.07
H -4.2567 2.0014 -2.2018  0.10
H -5.7106 2.2906 -4.1799  0.11
H -5.0839 1.2391 -6.3434  0.12

**Max |F|**: 0.907 eV Å⁻¹
**E_LUMO**: -0.10803 Eh
**Total charge**: +1
**HOMO**: -10.98 eV

=====

Density functional theory data (ωB97M-V/def2-TZVPD) for a molecular structure, C24H25MoN6OS at a distorted geometry.

Each line ends with the Löwdin charge.
Atoms and positions in Å:
Mo 0.2048 -0.5244 0.5526  1.52
C -1.0013 -0.7108 4.6929  -0.04
C 0.2187 -0.6887 5.3901  -0.04
C 1.3811 -0.6006 4.6702  0.01
C 1.3413 -0.5499 3.2668  -0.19
N 0.1487 -0.6108 2.5882  -0.09
C -0.9801 -0.6686 3.3261  -0.12
C 2.4823 -0.4660 2.4119  -0.19
C 3.8132 -0.5282 2.8551  0.01
C 4.8402 -0.5587 1.9500  -0.03
C 4.5319 -0.5276 0.5818  -0.03
C 3.2164 -0.4469 0.2055  -0.14
N 2.1863 -0.3963 1.0737  -0.11
H -1.9365 -0.7534 5.2262  0.11
H 0.2330 -0.7265 6.4655  0.12
H 2.3305 -0.5559 5.1756  0.11
H -1.9098 -0.6512 2.7622  0.11
H 4.0230 -0.5757 3.9093  0.11
H 5.8610 -0.6321 2.2833  0.12
H 5.3173 -0.5758 -0.1546  0.12
H 2.9476 -0.4300 -0.8473  0.11
C -4.8252 -1.9691 -0.8950  -0.02
N -3.6055 -1.3393 -0.4553  -0.16
C -3.4811 0.0832 -0.6750  -0.01
C -2.5948 -2.0131 0.0851  -0.21
O -1.5206 -1.4808 0.4183  -0.27
H -4.9789 -1.7993 -1.9629  0.11
H -5.6787 -1.5568 -0.3527  0.10
H -4.7830 -3.0403 -0.7124  0.10
H -4.4195 0.5688 -0.4188  0.10
H -3.2520 0.2969 -1.7225  0.10
H -2.6773 0.4751 -0.0467  0.07
H -2.7454 -3.0870 0.2483  0.17
N 0.0393 1.2270 0.3922  -0.15
C -0.0465 2.4914 0.0057  -0.40
C -1.1086 3.3165 0.4346  -0.05
C -1.2142 4.6187 -0.0018  -0.09
C -0.2714 5.1392 -0.8789  -0.09
C 0.7949 4.3479 -1.2913  -0.09
C 0.9210 3.0455 -0.8625  -0.05
H -1.8185 2.8857 1.1262  0.10
H -2.0273 5.2382 0.3474  0.11
H -0.3574 6.1577 -1.2270  0.10
H 1.5416 4.7668 -1.9481  0.11
H 1.7533 2.4200 -1.1646  0.10
C 1.1023 -2.2079 -5.3804  -0.02
C 0.6606 -1.7245 -4.0482  -0.31
C -0.0409 -0.5151 -3.8844  0.00
C -0.2166 -0.0532 -2.5987  -0.10
N 0.2072 -0.7531 -1.5405  -0.15
C 0.7290 -1.9941 -1.7885  -0.85
S 1.0430 -2.8613 -0.3591  0.65
N 0.9899 -2.4569 -2.9963  0.12
H 0.6017 -1.6822 -6.1874  0.08
H 0.9438 -3.2786 -5.4710  0.09
H 2.1750 -2.0328 -5.4641  0.10
H -0.4008 0.0459 -4.7301  0.11
H -0.6858 0.9014 -2.3786  0.11

**Max |F|**: 1.881 eV Å⁻¹
**<S²>**: 2.030
**E_LUMO (spin up / spin down)**: -0.11905 / -0.13084 Eh
**2S+1**: 3
**Relative energy (zero: lowest compared OMol25 entry of this formula, charge and spin)**: 8.9 kJ/mol
**Total charge**: +1
**HOMO (spin up / spin down)**: -8.36 / -10.35 eV

=====

Density functional theory data (ωB97M-V/def2-TZVPD) for a single C24H25N3O2 molecule at a distorted geometry.

Each line ends with the Löwdin charge.
Atoms and positions in Å:
C -3.0821 -1.4145 4.1259  0.00
N -1.7682 -1.2541 3.5423  -0.09
C -1.3205 -1.8730 2.4163  0.01
C -0.0085 -1.4470 2.1487  -0.12
C 0.9348 -2.0153 1.1566  -0.13
C 1.8734 -1.0588 0.4916  -0.13
C 1.8405 0.3359 0.4555  0.01
N 3.0928 0.7905 0.1202  -0.09
C 3.4613 2.1878 -0.0026  -0.02
C 3.9405 -0.2991 -0.1142  -0.16
C 3.2014 -1.4881 0.1205  -0.13
C 3.9324 -2.6825 0.3539  -0.04
C 5.2547 -2.7324 -0.0442  -0.09
C 5.9224 -1.5681 -0.4854  -0.08
C 5.3013 -0.3081 -0.4264  -0.01
C 0.3359 -0.4748 3.1499  -0.11
C -0.8058 -0.3783 3.9896  -0.18
C -0.9510 0.4963 5.0410  -0.02
C 0.1256 1.3452 5.3420  -0.09
C 1.3134 1.2310 4.5871  -0.10
C 1.4452 0.2953 3.5618  -0.04
H -3.2277 -0.6375 4.8942  0.08
H -3.8448 -1.2903 3.3358  0.11
H -3.1853 -2.4158 4.5962  0.11
H -2.0044 -2.5688 1.9148  0.09
H 1.5532 -2.9319 1.6695  0.20
H 1.1103 1.0291 0.8821  0.15
H 4.4781 2.2590 -0.4361  0.08
H 2.7524 2.7100 -0.6824  0.10
H 3.4559 2.7137 0.9821  0.10
H 3.4843 -3.5644 0.8542  0.11
H 5.7976 -3.6577 -0.0511  0.10
H 6.9627 -1.6213 -0.8657  0.11
H 5.8078 0.6244 -0.6474  0.10
H -1.8744 0.5370 5.5974  0.09
H 0.0133 2.0819 6.1751  0.11
H 2.1132 1.9204 4.8665  0.10
H 2.4491 0.2089 3.1355  0.11
O -2.2905 -4.9496 -0.8521  -0.02
C -2.1657 -4.0794 0.0531  -0.61
C -0.7857 -4.1070 0.7644  -0.20
C -0.0419 -5.4326 0.4858  -0.11
C 0.9654 -5.1347 -0.6720  -0.13
C 0.8486 -3.6109 -0.9570  -0.07
N 0.0756 -3.0301 0.2378  0.01
O -2.9185 -3.1316 0.4378  -0.06
H -0.8828 -3.8930 1.8001  0.11
H 0.4794 -5.8310 1.3937  0.12
H -0.8032 -6.1125 0.0723  0.11
H 2.0044 -5.3439 -0.2933  0.10
H 0.7107 -5.7212 -1.5985  0.13
H 1.8255 -3.1488 -1.0970  0.09
H 0.2624 -3.3264 -1.8663  0.15
H -0.3632 -2.1412 0.0175  0.16

**Max |F|**: 5.218 eV Å⁻¹
**SMILES string**: Cn1cc(C(c2cn(C)c3ccccc23)[N@H+]2CCC[C@@H]2C(=O)[O-])c2ccccc21
**E_LUMO**: 0.01050 Eh
**Relative energy (zero: lowest compared OMol25 entry of this formula, charge and spin)**: 376.7 kJ/mol
**HOMO**: -7.98 eV

=====

Density functional theory data (ωB97M-V/def2-TZVPD) for a single C24H25N3O5S molecule at a distorted geometry.

Each line ends with the Löwdin charge.
Atoms and positions in Å:
C 5.2070 2.8420 0.2327  -0.01
C 4.8310 1.4984 -0.2589  -0.31
N 5.5311 0.8645 -1.1630  0.11
O 4.9430 -0.3365 -1.3823  0.03
C 3.8605 -0.4628 -0.5951  -0.23
C 3.7291 0.6959 0.1495  -0.15
S 2.3977 1.1531 1.2216  0.69
O 2.3739 0.2875 2.3658  -0.28
O 2.4666 2.5676 1.4548  -0.27
N 1.0971 0.7436 0.2584  -0.24
C -0.1450 0.4796 0.9499  -0.17
C -1.0658 -0.3060 0.0216  -0.11
H -1.9908 -0.5398 0.5485  0.11
H -0.5730 -1.2413 -0.2487  0.12
C -1.3391 0.4951 -1.2600  -0.21
C -2.2075 1.7130 -0.9731  -0.40
O -1.8096 2.8502 -1.1465  0.08
N -3.4631 1.5232 -0.4750  0.04
C -4.2958 0.4152 -0.2954  -0.15
C -4.1777 -0.8946 -0.7357  -0.02
C -5.1866 -1.7985 -0.4291  -0.08
C -6.3002 -1.4212 0.2974  -0.09
C -6.4316 -0.1067 0.7247  -0.03
C -5.4388 0.7964 0.4204  -0.16
C -5.3748 2.2537 0.7634  -0.09
H -6.2912 2.7783 0.4951  0.12
C -4.1741 2.7362 -0.0505  -0.10
H -3.4881 3.3675 0.5164  0.13
H -4.4811 3.2958 -0.9399  0.13
H -5.2140 2.3859 1.8361  0.12
H -7.3010 0.2086 1.2816  0.11
H -7.0694 -2.1429 0.5243  0.10
H -5.0919 -2.8172 -0.7739  0.10
H -3.3403 -1.2386 -1.3166  0.10
H -1.8665 -0.1283 -1.9883  0.13
C -0.0060 0.9186 -1.8920  -0.11
C 0.9070 1.6115 -0.8832  -0.18
H 1.8867 1.8007 -1.3262  0.13
H 0.4721 2.5713 -0.5799  0.12
H -0.1945 1.6007 -2.7212  0.12
H 0.4981 0.0267 -2.2694  0.12
H 0.0946 -0.0962 1.8445  0.12
H -0.6279 1.4200 1.2556  0.14
C 3.0948 -1.6666 -0.6944  0.01
C 2.1969 -2.0519 0.2306  0.01
C 1.3876 -3.2258 0.1312  -0.27
C 1.2679 -4.2059 -0.8338  0.00
C 0.2789 -5.0972 -0.3769  -0.05
C -0.1387 -4.6066 0.8272  -0.11
O 0.5184 -3.4868 1.1389  0.05
H -0.8722 -4.9592 1.5254  0.12
H -0.0740 -5.9796 -0.8698  0.10
H 1.8206 -4.2753 -1.7477  0.11
H 2.0576 -1.4637 1.1251  0.10
H 3.3060 -2.2702 -1.5653  0.13
H 4.3121 3.4117 0.4677  0.07
H 5.7884 2.7412 1.1484  0.10
H 5.8131 3.3506 -0.5114  0.09

**Max |F|**: 1.344 eV Å⁻¹
**SMILES string**: Cc1noc(/C=C/c2ccco2)c1S(=O)(=O)N1CCC(C(=O)N2CCc3ccccc32)CC1
**E_LUMO**: -0.01500 Eh
**Relative energy (zero: lowest compared OMol25 entry of this formula, charge and spin)**: 431.5 kJ/mol
**HOMO**: -8.22 eV